# 1
This record from OMol25 describes C24H43BF2N3OSSi3Zr as an isolated structure. The level of theory is ωB97M-V/def2-TZVPD.

Each line ends with the Mulliken charge.
CARTESIAN COORDINATES (ANGSTROEM)
Zr1 0.142 -0.722 0.834  -2.357
C1 -3.272 -0.052 0.846  -1.251
O1 -2.072 -0.598 0.283  0.456
Si1 -2.077 -2.098 -0.621  0.031
C2 -3.251 -1.997 -2.060  -1.169
C3 -2.810 -3.314 0.589  -1.221
C4 -0.253 -2.098 -0.885  1.624
Si2 0.197 -1.177 -2.492  0.157
C5 -0.744 0.453 -2.611  -0.892
C6 -0.185 -2.214 -4.006  -1.188
C7 1.997 -0.671 -2.582  -0.849
Si3 0.496 -3.827 -0.802  0.070
C8 -0.521 -5.045 -1.806  -1.057
C9 2.252 -3.907 -1.443  -0.868
C10 0.535 -4.496 0.962  -0.950
H1 -4.086 -0.133 0.127  0.277
H2 -3.107 0.997 1.078  0.283
H3 -3.537 -0.590 1.758  0.355
H4 -4.260 -1.752 -1.720  0.425
H5 -3.306 -2.995 -2.505  0.349
H6 -2.968 -1.299 -2.844  0.396
H7 -3.876 -3.099 0.710  0.359
H8 -2.343 -3.249 1.573  0.295
H9 -2.733 -4.346 0.244  0.390
H10 -1.808 0.406 -2.383  0.181
H11 -0.643 0.828 -3.634  0.567
H12 -0.294 1.204 -1.957  0.093
H13 -1.208 -2.589 -4.027  0.313
H14 0.489 -3.069 -4.082  0.307
H15 -0.034 -1.602 -4.899  0.405
H16 2.264 0.023 -1.784  0.090
H17 2.146 -0.144 -3.529  0.594
H18 2.699 -1.502 -2.553  0.277
H19 -0.571 -4.756 -2.856  0.299
H20 -1.545 -5.155 -1.442  0.249
H21 -0.057 -6.034 -1.758  0.411
H22 2.907 -3.171 -0.974  0.072
H23 2.307 -3.766 -2.523  0.340
H24 2.651 -4.902 -1.226  0.406
H25 0.861 -5.539 0.921  0.495
H26 -0.440 -4.484 1.451  0.321
H27 1.239 -3.979 1.620  0.110
N1 2.137 -1.224 1.131  1.488
C11 3.371 -0.725 0.720  0.635
C12 4.475 -1.590 0.671  -1.125
C13 5.708 -1.164 0.226  -0.662
C14 5.870 0.154 -0.187  -1.184
C15 4.800 1.021 -0.107  -1.202
C16 3.542 0.628 0.371  0.789
C17 2.445 1.627 0.472  0.659
C18 2.791 2.986 0.575  -1.455
C19 1.833 3.982 0.625  -1.144
C20 0.484 3.651 0.574  -0.917
C21 0.133 2.313 0.515  -0.051
C22 1.078 1.271 0.485  2.510
H28 2.258 -2.183 1.450  -0.356
H29 2.476 0.201 2.844  0.335
H30 4.335 -2.625 0.966  0.472
H31 6.535 -1.860 0.182  0.464
H32 6.819 0.497 -0.576  0.417
H33 4.938 2.034 -0.460  0.452
H34 3.832 3.273 0.638  0.467
H35 2.140 5.017 0.702  0.386
H36 -0.275 4.422 0.588  0.472
H37 -0.930 2.079 0.494  0.318
C23 3.092 -1.245 4.918  -0.646
N2 2.606 0.134 4.886  -0.133
C24 2.311 0.747 3.772  -0.098
N3 1.801 1.952 3.684  -0.178
S1 -0.316 -1.718 3.218  -0.630
H38 3.990 -1.302 5.528  0.355
H39 3.330 -1.551 3.901  0.155
H40 2.322 -1.902 5.318  0.304
H41 2.424 0.587 5.770  0.238
H42 1.591 2.519 4.492  0.219
H43 1.640 2.346 2.763  0.175
F1 -1.162 0.362 4.847  -0.140
B1 -0.908 -0.116 3.639  0.551
F2 -1.084 0.800 2.631  -0.136

Properties
- Net charge: +1
- E_HOMO: -0.3829 Eh
- Energy relative to the best compared isomer or geometry (same formula, charge and spin): 2.0 kcal/mol
- Orbital gap: 7.942 eV



# 2
This record from OMol25 describes a 6-piece molecular cluster, C24H43BF3N5O10 overall. The level of theory is ωB97M-V/def2-TZVPD.

Each line ends with the Mulliken charge.
CARTESIAN COORDINATES (ANGSTROEM)
O1 3.328 -0.582 -0.332  -0.531
C1 2.363 -1.268 -0.345  0.126
C2 1.882 -2.055 0.839  -0.924
C3 0.589 -2.108 1.034  0.551
B1 -0.009 -2.950 2.220  0.676
O2 -0.912 -3.953 1.936  -0.666
O3 0.324 -2.784 3.536  -0.488
C4 -0.268 -1.351 0.055  0.053
O4 -1.245 -0.771 0.378  -0.532
C5 0.207 -1.428 -1.369  -0.562
C6 1.492 -1.390 -1.568  0.977
C7 2.147 -1.493 -2.908  -1.506
C8 2.961 -2.817 -2.894  0.008
O5 2.130 -3.908 -2.632  -0.556
C9 3.805 -3.006 -4.153  0.813
F1 4.140 -1.888 -4.746  -0.265
F2 3.196 -3.786 -5.030  -0.314
F3 4.938 -3.630 -3.843  -0.300
H1 2.622 -2.570 1.450  0.661
H2 -0.732 -4.347 1.072  0.345
H3 0.508 -3.657 3.909  0.296
H4 -0.491 -1.519 -2.191  0.561
H5 2.816 -0.650 -3.082  0.392
H6 1.399 -1.548 -3.700  0.529
H7 3.651 -2.735 -2.052  0.227
H8 1.559 -4.086 -3.391  0.415
C10 -4.453 0.045 0.225  -0.232
N1 -4.602 0.250 -1.205  0.259
C11 -5.822 0.863 -1.713  -0.978
C12 -3.644 -0.110 -2.074  0.820
O6 -3.702 0.033 -3.286  -0.656
H9 -5.257 -0.604 0.583  0.362
H10 -4.511 1.005 0.741  0.388
H11 -3.494 -0.419 0.446  -0.447
H12 -6.314 0.174 -2.403  0.338
H13 -5.576 1.765 -2.249  0.213
H14 -6.493 1.099 -0.891  0.317
H15 -2.768 -0.561 -1.581  -0.386
C13 -3.560 5.794 -2.111  -0.922
N2 -4.794 5.147 -1.713  0.127
C14 -5.361 5.444 -0.408  -0.894
C15 -5.436 4.274 -2.514  0.140
O7 -6.471 3.701 -2.229  -0.625
H16 -2.767 5.538 -1.405  0.339
H17 -3.699 6.877 -2.116  0.337
H18 -3.265 5.470 -3.107  0.297
H19 -5.437 4.526 0.177  0.239
H20 -6.363 5.857 -0.529  0.298
H21 -4.733 6.159 0.117  0.381
H22 -4.925 4.115 -3.479  0.309
C16 7.794 -1.810 1.726  -0.931
N3 6.599 -2.617 1.879  0.141
C17 6.569 -3.652 2.899  -0.944
C18 5.517 -2.439 1.106  0.343
O8 4.485 -3.089 1.190  -0.742
H23 8.643 -2.454 1.487  0.344
H24 7.999 -1.279 2.658  0.345
H25 7.663 -1.084 0.927  0.301
H26 6.394 -4.622 2.432  0.290
H27 5.754 -3.454 3.597  0.287
H28 7.513 -3.671 3.438  0.384
H29 5.637 -1.634 0.364  0.108
C19 -5.098 -2.733 4.277  -0.914
N4 -4.578 -1.442 3.872  0.241
C20 -3.149 -1.293 3.651  -0.507
C21 -5.377 -0.372 3.691  0.051
O9 -4.998 0.732 3.351  -0.579
H30 -4.643 -3.030 5.225  0.318
H31 -4.859 -3.480 3.517  0.326
H32 -6.178 -2.686 4.402  0.307
H33 -2.754 -0.529 4.321  0.279
H34 -2.972 -0.976 2.622  -0.181
H35 -2.640 -2.237 3.834  0.436
H36 -6.443 -0.591 3.884  0.293
C22 3.691 3.951 0.569  -0.898
N5 3.634 3.719 -0.861  0.069
C23 4.019 4.787 -1.767  -0.961
C24 3.234 2.539 -1.379  0.574
O10 3.167 2.288 -2.568  -0.663
H37 3.032 4.781 0.833  0.341
H38 4.714 4.198 0.861  0.337
H39 3.374 3.061 1.110  0.287
H40 3.180 5.035 -2.419  0.292
H41 4.850 4.457 -2.391  0.291
H42 4.314 5.667 -1.202  0.384
H43 2.964 1.797 -0.612  -0.062

Properties
- Structure (SMILES): O=C1C=C(B(O)O)C(=O)C=C1C[C@@H](O)C(F)(F)F.CN(C)C=O.CN(C)C=O.CN(C)C=O.CN(C)C=O.CN(C)C=O
- E_HOMO: -0.3085 Eh
- Orbital gap: 7.842 eV



Number 1: molar mass 646.0 g/mol. Number 2: molar mass 629.4 g/mol.